Here is a 2-piece molecular cluster, C3H6OS overall in a non-equilibrium geometry from the Open Molecules 2025 dataset. Energies are from wB97M-V/def2-TZVPD.

* HOMO (alpha / beta): -8.402 / -9.181 eV
* electronic energy: -16086.832 eV
* relative energy (zero: lowest compared OMol25 entry of this formula, charge and spin): 95.9 kcal per mole
* gap between HOMO and LUMO (alpha / beta): 6.593 / 9.114 eV
* maximum force: 0.06673 hartree/bohr

The geometry in ORCA input format:
```
! wB97M-V def2-TZVPD RIJCOSX def2/J DEFGRID3
* xyz 0 1
C -2.622 0.206 -0.630
C 1.713 -0.006 -0.257
C 0.501 -0.044 0.685
O -3.360 -0.701 -0.368
S -0.449 1.481 1.187
H -1.846 0.451 -1.347
H 2.348 0.690 0.312
H 2.051 -1.065 -0.125
H 1.300 0.288 -1.251
H 0.700 -0.623 1.632
H -0.337 -0.678 0.163
*
```